# 1
Formula: C5H6OS2
Source: the OMol25 dataset
Level of theory: the ωB97M-V functional and the def2-TZVPD basis

```
14
Properties=species:S:1:pos:R:3:forces:R:3
C -1.247972 -0.379309 1.644198 -1.40 -4.36 -4.03
C -1.080992 0.775955 0.350266 0.79 -3.04 3.52
C 0.032520 0.511173 -0.308237 -4.01 5.52 -0.26
C 0.393947 -0.778607 -0.391169 3.03 -8.39 -2.41
C 1.647950 0.913492 -1.870981 1.94 0.58 -0.06
H -1.241698 0.151781 2.484950 0.15 2.27 3.47
H -2.430394 -1.077069 1.785946 3.84 2.17 -1.01
H -0.226873 -1.301268 1.743528 -3.85 3.27 -0.18
H -1.556752 1.716038 0.305250 -0.66 0.80 0.49
H 0.762352 -1.282645 0.483662 0.36 0.36 0.41
H -0.281826 -1.610252 -0.822999 -0.01 1.87 0.78
O 0.568771 1.474708 -1.173774 1.97 -1.76 -0.99
S 1.760021 -0.870384 -1.540485 0.78 2.09 -1.14
S 2.900947 1.756386 -2.690155 -2.93 -1.39 1.43
```
Forces are in eV/Å.

- HOMO level: -8.85 eV
- Net charge: 0
- Energy: -1065.538926 Ha
- E_LUMO: -0.004 Eh
- Energy relative to the best compared isomer or geometry (same formula, charge and spin): 119.1 kcal/mol

How is the electron density shared among the atoms? According to Löwdin, the charges in e are:
1. C -0.052
2. C 0.037
3. C -0.458
4. C -0.522
5. C -1.004
6. H -0.056
7. H 0.154
8. H 0.156
9. H 0.090
10. H 0.043
11. H 0.139
12. O -0.046
13. S 0.947
14. S 0.572

***

# 2
Formula: C5H8O
Source: the OMol25 dataset
Level of theory: the ωB97M-V functional and the def2-TZVPD basis

```
14
Properties=species:S:1:pos:R:3:forces:R:3
C 1.621087 0.209947 -0.308493 -0.03 0.01 -0.01
C 0.323301 0.174850 0.503978 0.14 0.45 -0.03
C -0.550221 -1.109594 0.576749 -0.23 -0.27 -0.13
C -1.527471 -0.436820 -0.411909 0.13 -0.18 -0.15
O -2.311106 -0.856643 -1.224124 0.46 0.32 0.74
C -0.852275 0.926115 -0.207877 0.05 0.12 -0.10
H 1.495573 -0.150079 -1.336465 -0.10 -0.05 0.17
H 1.950565 1.255027 -0.376704 -0.05 -0.18 -0.02
H 2.446690 -0.346715 0.150916 -0.29 -0.04 -0.01
H 0.540032 0.573164 1.500529 -0.10 -0.05 -0.15
H -0.969662 -1.216486 1.588046 -0.07 -0.02 -0.35
H -0.171478 -2.083708 0.252802 0.14 0.19 0.03
H -1.387633 1.629770 0.441256 -0.03 -0.27 -0.13
H -0.607396 1.431172 -1.148710 -0.02 -0.02 0.14
```
Forces are in eV/Å.

- HOMO level: -9.51 eV
- Net charge: 0
- SMILES string: CC1CC(=O)C1
- Energy: -270.524568 Ha
- E_LUMO: 0.034 Eh
- Energy relative to the best compared isomer or geometry (same formula, charge and spin): 20.9 kcal/mol

How is the electron density shared among the atoms? According to Löwdin, the charges in e are:
1. C -0.078
2. C -0.343
3. C -0.059
4. C -0.381
5. O 0.096
6. C -0.065
7. H 0.082
8. H 0.078
9. H 0.074
10. H 0.126
11. H 0.119
12. H 0.116
13. H 0.118
14. H 0.117

***

# 3
Formula: C29H43AuN3S3Si2Te
Source: the OMol25 dataset
Level of theory: the ωB97M-V functional and the def2-TZVPD basis

```
82
Properties=species:S:1:pos:R:3:forces:R:3
Au -0.129788 0.451600 -1.254382 1.24 0.20 0.80
S 2.347874 -0.356601 -1.545261 -0.65 0.20 -0.25
C 2.808754 -0.626908 0.063002 0.84 -0.15 0.03
N 4.055160 -0.862488 0.382621 -0.63 0.05 -0.10
C 4.413820 -1.164184 1.768801 -0.02 -0.01 0.49
C 3.558799 -0.326554 2.682968 0.42 0.06 -0.05
N 2.146183 -0.577148 2.376306 -0.07 0.11 -0.70
C 1.238735 -0.644762 3.533509 -0.21 -0.15 0.48
C 1.576533 -1.820211 4.420115 0.07 -0.03 -0.06
C 2.110802 -1.618639 5.687216 -0.03 0.04 -0.02
C 2.370732 -2.706153 6.509848 0.00 -0.06 0.02
C 2.107844 -3.993825 6.064263 0.01 0.06 0.01
C 1.594754 -4.199211 4.789138 0.00 -0.02 -0.04
C 1.331060 -3.115479 3.968203 0.00 0.09 -0.03
C 1.767807 -0.693751 1.129911 0.03 0.03 0.84
S 0.158578 -1.034256 0.694176 -0.60 0.20 -0.77
C 5.151529 -0.847013 -0.593986 0.35 0.17 -0.45
C 6.022019 0.375938 -0.426225 0.07 0.07 0.18
C 5.471429 1.656060 -0.490043 -0.06 -0.16 -0.01
C 6.279956 2.770332 -0.350713 0.03 0.08 -0.01
C 7.648390 2.617628 -0.157924 0.00 -0.11 -0.02
C 8.197326 1.346000 -0.078747 0.06 0.12 0.01
C 7.387920 0.227774 -0.212772 -0.11 -0.12 0.02
H 5.465958 -0.929318 1.917635 0.01 0.07 -0.11
H 4.264610 -2.230278 1.962899 0.02 -0.01 -0.10
H 3.773174 0.738027 2.548674 -0.09 -0.01 0.00
H 3.742017 -0.585583 3.723000 -0.08 -0.10 0.00
H 0.216706 -0.723393 3.175396 0.01 0.11 -0.08
H 1.350898 0.291671 4.085476 0.04 0.01 -0.08
H 2.307412 -0.614213 6.046534 -0.04 0.00 0.01
H 2.767117 -2.545339 7.503086 0.01 -0.01 0.00
H 2.295722 -4.837795 6.713680 0.01 -0.01 -0.01
H 1.385609 -5.202167 4.442300 0.01 0.00 0.01
H 0.916543 -3.271664 2.976308 -0.04 -0.05 0.03
H 4.725016 -0.881627 -1.598674 -0.03 -0.10 0.07
H 5.742551 -1.752198 -0.450175 -0.09 -0.06 0.05
H 4.407765 1.778235 -0.672912 -0.01 0.05 0.03
H 5.851261 3.762629 -0.400600 0.00 -0.01 -0.03
H 8.288216 3.486338 -0.086481 -0.02 0.01 0.08
H 9.257953 1.224411 0.094297 0.00 -0.01 -0.06
H 7.825623 -0.762863 -0.164657 0.01 0.01 0.01
C -5.070117 3.747474 0.332780 -0.02 -0.30 -0.07
Si -4.453778 1.985185 0.258361 0.25 -0.04 0.17
C -2.693075 1.809961 0.914485 -0.23 0.13 -0.13
C -5.561040 0.737427 1.102169 0.09 0.20 -0.19
C -4.338822 1.557638 -1.652736 0.00 -0.01 0.00
Te -2.980139 0.093649 -2.340303 -0.81 -0.16 0.42
C -4.236315 -1.577742 -2.159279 0.00 0.03 -0.38
Si -5.241123 -1.948668 -3.852144 -0.10 -0.03 0.15
C -4.085683 -3.081367 -4.800113 -0.30 0.22 0.09
C -6.845473 -2.722689 -3.268022 0.43 0.11 -0.15
C -5.530603 -0.286744 -4.687771 0.16 -0.28 0.16
H -5.157675 4.065289 1.374077 0.01 -0.04 0.01
H -6.061978 3.836107 -0.114790 0.00 0.02 0.00
H -4.408510 4.453527 -0.171809 0.03 -0.04 -0.01
H -2.633482 2.100950 1.965103 -0.01 0.00 -0.01
H -1.978210 2.432288 0.364297 0.00 -0.03 0.03
H -2.387265 0.763463 0.850596 0.09 -0.09 0.03
H -5.638572 0.992760 2.161852 0.02 0.00 0.00
H -5.173444 -0.281905 1.044206 0.02 0.00 -0.02
H -6.575561 0.745459 0.700109 0.00 0.00 -0.02
H -4.105018 2.471839 -2.202468 0.03 -0.01 -0.03
H -5.323959 1.214296 -1.976889 0.04 -0.04 -0.10
H -4.943119 -1.399362 -1.347680 0.08 0.19 0.04
H -3.618475 -2.449650 -1.943312 0.05 0.04 0.02
H -4.102282 -4.090733 -4.385982 0.01 0.01 0.04
H -3.053207 -2.724937 -4.789750 0.00 0.03 -0.03
H -4.398638 -3.153159 -5.843525 0.01 0.00 0.00
H -6.669819 -3.597100 -2.639754 0.00 -0.01 -0.01
H -7.424440 -3.049389 -4.134662 -0.01 -0.01 -0.01
H -7.456927 -2.011194 -2.711245 0.01 0.02 0.00
H -4.590209 0.207596 -4.953897 -0.03 0.03 -0.07
H -6.117910 0.391459 -4.065029 -0.02 -0.01 -0.01
H -6.087620 -0.428223 -5.615563 0.01 -0.02 -0.01
S -0.160641 4.765729 -3.128032 0.04 -0.25 0.11
C 1.370129 4.031222 -3.323860 -0.09 0.03 0.05
C 1.378599 2.799039 -2.760616 0.07 0.07 -0.14
N 0.183424 2.437084 -2.186984 -0.24 -0.59 -0.04
C -0.714092 3.388268 -2.313510 -0.02 0.22 0.01
H 2.176867 4.532112 -3.834421 -0.01 0.00 0.00
H 2.216658 2.121980 -2.740871 0.00 0.02 -0.01
H -1.708840 3.318034 -1.898857 -0.01 0.03 -0.06
```
Forces are in eV/Å.

- HOMO level (alpha / beta): -15.79 / -15.79 eV
- Net charge: +3
- Spin multiplicity: 3
- Energy: -3471.476020 Ha
- E_LUMO (alpha / beta): -0.347 / -0.422 Eh
- Energy relative to the best compared isomer or geometry (same formula, charge and spin): 22.1 kcal/mol

How is the electron density shared among the atoms? According to Löwdin, the charges in e are:
1. Au 0.434
2. S 0.838
3. C -0.614
4. N -0.060
5. C -0.052
6. C -0.055
7. N -0.050
8. C -0.089
9. C -0.239
10. C -0.040
11. C -0.044
12. C -0.044
13. C -0.052
14. C -0.041
15. C -0.620
16. S 0.732
17. C -0.091
18. C -0.226
19. C -0.051
20. C -0.059
21. C -0.044
22. C -0.041
23. C -0.027
24. H 0.153
25. H 0.162
26. H 0.160
27. H 0.143
28. H 0.088
29. H 0.150
30. H 0.122
31. H 0.121
32. H 0.121
33. H 0.117
34. H 0.106
35. H 0.093
36. H 0.150
37. H 0.091
38. H 0.113
39. H 0.121
40. H 0.122
41. H 0.124
42. C -0.157
43. Si 0.472
44. C -0.203
45. C -0.162
46. C -0.517
47. Te 1.486
48. C -0.511
49. Si 0.492
50. C -0.166
51. C -0.160
52. C -0.195
53. H 0.052
54. H 0.050
55. H 0.039
56. H 0.050
57. H 0.011
58. H -0.018
59. H 0.052
60. H 0.032
61. H 0.048
62. H 0.013
63. H 0.017
64. H 0.017
65. H 0.020
66. H 0.048
67. H 0.031
68. H 0.050
69. H 0.046
70. H 0.052
71. H 0.043
72. H 0.016
73. H 0.032
74. H 0.053
75. S 1.144
76. C -0.329
77. C -0.240
78. N -0.176
79. C -0.475
80. H 0.095
81. H 0.067
82. H 0.060